Entry 1:
{
  "formula": "C27H29Br2N5",
  "method": "ωB97M-V/def2-TZVPD",
  "species": ["H", "H", "H", "H", "C", "H", "Br", "C", "C", "H", "N", "H", "C", "C", "C", "H", "C", "H", "C", "H", "C", "C", "H", "C", "N", "C", "C", "H", "H", "C", "H", "N", "C", "C", "C", "C", "H", "H", "C", "H", "H", "C", "C", "H", "H", "H", "C", "H", "C", "H", "H", "C", "N", "H", "H", "C", "N", "H", "C", "C", "H", "H", "Br"],
  "xyz": [[17.8329, 2.3530, -15.3890], [17.1329, 1.2777, -14.1268], [26.7236, 5.0177, -15.1155], [25.5207, -1.1294, -3.9489], [23.6659, 3.6905, -10.5447], [27.2439, 4.2126, -19.3316], [15.8568, 3.6061, -14.2272], [27.3132, 7.8064, -8.4959], [25.4137, -0.9047, -6.0932], [20.5068, 3.7177, -6.2851], [25.0922, 6.2684, -17.7652], [17.1688, 3.9088, -9.7711], [25.7296, 5.5882, -18.7279], [28.3074, 6.8991, -8.7754], [25.2675, 0.9762, -4.6326], [28.0555, 3.8804, -17.0580], [25.0446, 1.1765, -7.0382], [18.1824, 4.0170, -5.6373], [19.7596, 3.8097, -7.0595], [21.9097, 2.4955, -10.9439], [26.5214, 5.2152, -16.1579], [27.1754, 4.4933, -17.1846], [29.1765, 5.8039, -10.3107], [17.4362, 2.2948, -14.3754], [25.2294, -0.1107, -7.2181], [26.5466, 7.8175, -10.7673], [18.5664, 2.5598, -13.3179], [27.1212, 8.1127, -7.4782], [29.0285, 6.6609, -8.0075], [17.5166, 3.8824, -7.6783], [25.4427, -1.9453, -6.3806], [27.4349, 6.8822, -11.0909], [22.7479, 3.0509, -11.3382], [18.4676, 3.9380, -6.6759], [24.8911, 4.4219, -12.4633], [24.7413, 4.4052, -11.0822], [25.7098, 5.0287, -12.8211], [21.1567, 3.5858, -8.6531], [26.4413, 8.3768, -9.4707], [24.9881, 6.5526, -15.7118], [19.0133, 3.5068, -13.6205], [25.0739, 1.7488, -5.7511], [25.4806, 5.9715, -16.4775], [25.3687, 1.3260, -3.6159], [25.6147, 9.0132, -9.1913], [25.0132, 2.8254, -5.6905], [25.3752, -0.4326, -4.7611], [18.2286, 2.5348, -12.2819], [26.7284, 4.6727, -18.5015], [25.3964, 5.8033, -19.7324], [22.5775, 2.4546, -13.3934], [20.1228, 3.7347, -8.3787], [24.1002, 3.7555, -13.3589], [23.5619, 3.6169, -9.4723], [25.7802, 8.0374, -11.4958], [17.9427, 3.9271, -9.0180], [19.2313, 3.8217, -9.3742], [24.9966, 1.7516, -7.9510], [23.1516, 3.0322, -12.6841], [28.3207, 6.4306, -10.1079], [25.3215, 5.0789, -10.4691], [16.4606, 3.7395, -7.5032], [19.9582, 1.0424, -13.2589]],
  "nbo_charge": [0.2281, 0.2243, 0.1997, 0.2343, -0.1960, 0.2268, -0.0096, -0.1562, 0.0246, 0.2199, -0.3993, 0.1990, 0.0388, -0.2631, -0.1695, 0.2215, 0.0299, 0.2301, -0.2533, 0.2842, -0.2711, -0.1519, 0.2083, -0.4168, -0.4206, 0.0240, -0.3807, 0.2188, 0.2397, -0.2305, 0.2058, -0.4652, -0.1200, -0.1628, 0.1428, -0.0155, 0.2415, 0.1608, -0.2501, 0.1838, 0.2183, -0.2677, 0.0113, 0.2270, 0.2325, 0.2124, -0.2426, 0.2323, -0.2578, 0.1996, 0.2451, 0.0211, -0.3454, 0.2507, 0.1918, 0.0294, -0.4381, 0.1678, 0.2185, 0.0289, 0.2666, 0.2287, -0.0851],
  "homo_energy_ev": [-11.706, -11.705],
  "spin_multiplicity": 2,
  "total_charge": 1
}


Entry 2:
{
  "formula": "C35H29BaBrN5O10P",
  "method": "ωB97M-V/def2-TZVPD",
  "species": ["H", "N", "C", "H", "C", "C", "H", "C", "C", "O", "H", "C", "H", "C", "C", "H", "O", "O", "H", "C", "C", "H", "C", "H", "N", "O", "H", "C", "H", "C", "H", "C", "H", "H", "O", "C", "C", "Br", "O", "O", "H", "H", "H", "C", "H", "H", "C", "H", "O", "C", "H", "H", "H", "H", "H", "C", "O", "H", "C", "C", "C", "C", "C", "H", "O", "C", "Ba", "C", "H", "N", "C", "N", "P", "C", "H", "N", "C", "C", "C", "C", "C", "C"],
  "xyz": [[-1.3745, 0.6439, -0.6912], [0.3201, 2.6032, -0.8692], [2.2298, 1.4810, 4.2959], [3.0365, -2.2467, -4.6297], [-1.1503, -3.7489, -4.4869], [1.9649, -2.2402, -2.7528], [-0.8614, 5.7270, -2.8109], [1.6561, -1.4466, -1.6355], [2.7277, -0.0680, 6.0216], [-2.4018, 2.3492, 2.5483], [1.4666, 5.5595, -1.9191], [-3.5655, 2.6819, -2.3258], [3.9000, 0.0602, -4.3575], [-2.7678, 3.7653, -2.5396], [-2.5292, -3.7442, -4.3689], [-3.0846, -2.8216, -4.4616], [2.0283, 3.8249, 4.6663], [3.2364, -1.2833, 1.4418], [-3.3799, 0.3991, 1.0735], [-3.0611, 1.5399, -1.6523], [2.9362, 0.3292, -2.4377], [-4.5871, 2.6828, -2.6807], [-1.7781, 1.5192, -1.1877], [3.3219, 1.3302, -2.2774], [2.3782, 0.5333, 3.3863], [-0.8757, 1.2243, 4.2239], [-3.6988, 0.6766, -1.5154], [1.1383, 3.6112, -1.0710], [-2.2143, 4.3930, 2.4811], [0.7808, -1.9681, -0.5703], [2.2973, 2.0201, 6.3782], [0.7384, 4.7723, -1.7885], [-3.0478, -7.0611, -3.8639], [1.7386, 4.6581, 4.2739], [-2.3227, -0.1124, 2.8027], [2.6076, 3.5672, -0.5253], [-3.1989, -4.9354, -4.1229], [-5.0791, -4.9189, -3.9353], [0.4180, -1.2018, 0.4224], [1.2432, 3.0670, 2.7051], [-3.1459, 4.6314, -3.0677], [-1.2927, 1.3329, 6.2096], [-0.6200, -2.8248, -4.6756], [2.4103, 1.2313, 5.6509], [-0.1891, -3.7186, 0.1211], [2.4489, -3.1582, 3.6346], [2.9256, -1.6869, 2.5252], [-2.2604, 2.4352, 5.1947], [2.8120, -2.9974, 2.7566], [1.7765, 2.8702, 3.7622], [-0.5781, -7.0608, -4.1331], [-2.6242, 0.6905, 5.2170], [0.3299, -5.0826, -1.8728], [-2.7369, -1.2614, 1.1394], [-2.7069, 3.6200, 0.9521], [1.4091, -3.5452, -2.8618], [2.8672, 2.5811, 0.2491], [3.1577, -2.0614, 5.3518], [-0.9446, 2.6509, -1.3805], [-1.1335, -6.1333, -4.1769], [-0.5300, 4.8487, -2.2685], [-1.4270, 3.7687, -2.0763], [-3.1896, -0.4556, 1.7193], [-4.1355, -0.7844, 2.1469], [3.3521, 4.4605, -0.8888], [2.6911, -0.7209, 3.7227], [1.5288, 0.8491, 0.9115], [2.8708, -1.0602, 5.0559], [2.8708, -0.3139, 7.0651], [2.1635, -0.1734, -1.5157], [-0.4579, -4.9411, -4.3626], [1.7883, -4.2959, -4.0550], [-1.3173, 1.1486, 2.6650], [0.3834, -3.2886, -0.6891], [-1.0150, 3.5253, 1.4982], [0.9925, -5.0296, -4.6328], [-2.0560, 3.5385, 1.8229], [-2.5147, -6.1366, -4.0318], [0.6813, -4.0556, -1.8338], [3.2679, -0.3952, -3.6071], [-1.8302, 1.4362, 5.2687], [2.7913, -1.6598, -3.7544]],
  "lowdin_charge": [0.0965, 0.0562, -0.1653, 0.1073, -0.0297, -0.1050, 0.1177, -0.1415, -0.0142, -0.3239, 0.1156, -0.0776, 0.1033, -0.0345, -0.1189, 0.1001, 0.1406, 0.0465, 0.0582, -0.0738, -0.1260, 0.1027, -0.0217, 0.1102, 0.0196, -0.3569, 0.1047, -0.1687, 0.0891, -0.3974, 0.1245, 0.0120, 0.0993, 0.1412, -0.3286, -0.6439, -0.7034, 0.7229, -0.4129, 0.0179, 0.1128, 0.0825, 0.1218, 0.0276, 0.1082, 0.1101, -0.4580, 0.0832, 0.1596, -0.4449, 0.1144, 0.0837, 0.1164, 0.0888, 0.0843, -0.2410, -0.3809, 0.1208, -0.2307, -0.0419, 0.0017, -0.1592, -0.1072, 0.0897, 0.0410, -0.1504, 2.0330, 0.0152, 0.1182, -0.0086, -0.2727, 0.0622, 0.7794, -0.0094, 0.0539, 0.0681, -0.1060, -0.1249, -0.0339, -0.0441, -0.1008, -0.0043],
  "homo_energy_ev": -6.792,
  "e_above_lowest_ev": 1.713
}